This record from OMol25 describes a single C3H4ClFO2S molecule at a distorted geometry. The level of theory is wB97M-V/def2-TZVPD.

Element x y z (Å)
C (-0.37, 0.45, 0.88)
C (-1.15, 0.23, -0.38)
C (-1.31, -0.92, -1.01)
O (0.84, -0.27, 1.01)
O (3.19, -0.65, 0.64)
F (-0.70, -2.05, -0.60)
S (2.03, -0.30, -0.10)
Cl (2.14, 1.81, -0.47)
H (-0.98, 0.15, 1.74)
H (-0.14, 1.53, 0.97)
H (-1.66, 1.10, -0.77)
H (-1.89, -1.08, -1.91)

The HOMO energy (alpha / beta) comes out at -6.4 / -10.4 eV. The calculation puts the max |F| at 4.76 eV/A. Its frontier orbital gap (alpha / beta) is 0.2616 / 0.2422 Ha. The value obtained for the total energy is -33340.3248 eV. Its lowest unoccupied orbital energy (alpha / beta) is 0.722 / -3.815 eV. As for the spin multiplicity: 3.

Atom charges from the natural (NBO) analysis, given in e for atoms 1 to 8:
1 C -0.11
2 C -0.34
3 C 0.25
4 O -0.67
5 O -0.73
6 F -0.33
7 S 1.39
8 Cl -0.31

=====

This record from OMol25 describes 2 unconnected molecules or ions with the total composition C3H4ClN2O2 at a distorted geometry. The level of theory is wB97M-V/def2-TZVPD.

Element x y z (Å)
C (-0.05, 0.03, 0.41)
C (2.21, -1.74, 2.03)
C (-1.16, 0.75, -1.50)
N (-0.01, 1.32, 0.30)
N (-0.96, -0.42, -0.50)
O (2.22, -0.85, 2.72)
O (-0.81, 1.82, -0.70)
Cl (2.29, -3.00, 1.13)
H (-0.65, 0.67, -2.47)
H (-2.23, 0.85, -1.60)
H (0.63, 1.91, 0.72)
H (-1.47, -1.35, -0.53)

The HOMO energy comes out at -12.1 eV. The total charge is +1. The calculation puts the max |F| at 2.84 eV/A. Its frontier orbital gap is 0.2376 Ha. The value obtained for the total energy is -22760.5649 eV. Its lowest unoccupied orbital energy is -5.672 eV. The value obtained for the energy relative to the best compared isomer or geometry (same formula, charge and spin) is 170.58 kJ/mol.

Atom charges from the natural (NBO) analysis, given in e for atoms 1 to 8:
1 C 0.08
2 C 0.71
3 C 0.07
4 N -0.31
5 N -0.67
6 O -0.20
7 O -0.35
8 Cl 0.45

=====

This record from OMol25 describes a single C3H4ClN3 molecule at a distorted geometry. The level of theory is wB97M-V/def2-TZVPD.

Element x y z (Å)
C (-0.60, 0.09, 0.20)
C (0.36, -0.69, 0.65)
C (0.23, 1.33, -0.32)
N (1.59, 0.86, -0.16)
N (1.73, -0.22, 0.44)
N (2.84, -0.67, 0.93)
Cl (4.07, 0.24, -0.17)
H (-1.67, -0.01, 0.18)
H (0.09, -1.70, 0.84)
H (0.07, 1.20, -1.43)
H (-0.09, 2.33, 0.08)

The HOMO energy comes out at -8.8 eV. The calculation puts the max |F| at 4.13 eV/A. Its frontier orbital gap is 0.3227 Ha. The value obtained for the total energy is -20163.1311 eV. Its lowest unoccupied orbital energy is -0.011 eV. The value obtained for the energy relative to the best compared isomer or geometry (same formula, charge and spin) is 523.60 kJ/mol.

Atom charges from the natural (NBO) analysis, given in e for atoms 1 to 8:
1 C -0.17
2 C -0.09
3 C -0.30
4 N -0.25
5 N 0.09
6 N -0.24
7 Cl 0.01
8 H 0.24

=====

This record from OMol25 describes 2 unconnected molecules or ions with the total composition C3H4ClNO at a distorted geometry. The level of theory is wB97M-V/def2-TZVPD.

Element x y z (Å)
C (0.73, -0.19, -1.56)
C (0.71, 0.44, -0.40)
O (0.88, -0.12, 0.79)
Cl (0.10, 2.21, -0.39)
H (1.00, -1.23, -1.54)
H (0.54, 0.40, -2.50)
H (1.49, 0.53, 1.31)
C (-2.81, 0.55, 0.90)
N (-2.34, -0.18, 0.14)
H (-2.93, 1.40, 1.51)

The HOMO energy comes out at -9.5 eV. The calculation puts the max |F| at 3.17 eV/A. Its frontier orbital gap is 0.3704 Ha. The value obtained for the total energy is -19233.7932 eV. Its lowest unoccupied orbital energy is 0.623 eV. The value obtained for the energy relative to the best compared isomer or geometry (same formula, charge and spin) is 191.20 kJ/mol.

Atom charges from the natural (NBO) analysis, given in e for atoms 1 to 8:
1 C -0.49
2 C 0.34
3 O -0.66
4 Cl -0.14
5 H 0.23
6 H 0.23
7 H 0.49
8 C 0.07

=====

Q: Which of these has the lowest max |F|?
A: C3H4ClN2O2